155
Properties=species:S:1:pos:R:3:forces:R:3:lowdin_charge:R:1 method="wB97M-V/def2-TZVPD" homo_lumo_gap_ev=8.930 energy_ev=-83173.486 smiles=COC[C@H](C)N.COC[C@H](C)N.COC[C@H](C)N.COC[C@H](C)N.COC[C@H](C)N.OCCO.OCCO.OCCO.OCCO.OCCO.OCCO.OCCO lumo_energy_ev=0.0799
C -3.511463 4.920012 1.340694 -0.980 0.141 0.335 -0.127
O -2.909703 4.957122 2.617684 1.145 -1.954 -0.021 -0.174
C -2.196273 3.702922 2.953494 1.573 1.028 0.605 -0.157
C -0.825113 3.490332 2.262974 -0.042 1.094 -0.732 -0.393
C -0.019523 4.832162 2.154934 -0.808 -0.962 -0.065 -0.041
N -0.965473 2.781762 0.950384 0.561 1.028 1.023 0.056
H -3.902953 5.900992 1.071394 0.424 0.345 0.249 0.086
H -4.423853 4.332952 1.445654 0.019 -0.616 -0.516 0.089
H -2.868943 4.585582 0.526194 -0.055 -0.121 0.124 0.057
H -1.934233 3.795282 4.007484 -0.385 0.394 0.184 0.117
H -2.629973 2.705352 2.883774 -1.448 0.388 -0.379 0.108
H -0.221333 2.854992 2.910974 -0.192 -0.308 0.145 0.109
H -0.016503 5.352062 3.112954 0.037 -0.199 0.141 0.076
H -0.530163 5.516242 1.477154 0.237 -0.042 -0.278 0.070
H 1.007427 4.621452 1.856504 -0.102 0.165 -0.213 0.069
H -1.636003 2.038872 1.086734 -0.217 -0.207 -0.076 0.060
H -1.388953 3.448962 0.321404 0.040 -0.170 -0.424 0.047
C 3.661657 0.090872 4.954014 0.303 -1.932 0.931 -0.070
O 3.996987 -0.619968 6.202324 0.463 1.569 -1.498 -0.186
C 2.898107 -0.613568 7.065914 0.104 0.197 1.280 -0.237
C 3.370487 -0.429868 8.548384 -0.871 -0.287 0.215 -0.413
C 2.169027 -0.442848 9.521624 0.136 -0.984 -0.050 -0.076
N 4.131357 0.762512 8.906164 -0.135 0.167 -0.696 0.037
H 3.453737 1.150362 5.103514 -0.089 -0.040 0.168 0.082
H 2.810037 -0.477078 4.579504 -0.403 0.545 -0.393 0.068
H 4.460547 -0.059718 4.227934 0.230 0.134 0.324 0.086
H 2.176467 0.155302 6.789884 -0.050 0.398 0.081 0.112
H 2.370127 -1.561328 6.960644 -0.162 -0.313 0.225 0.117
H 4.023717 -1.274138 8.768844 -0.054 -0.207 -0.016 0.132
H 1.395637 0.280332 9.262824 0.191 0.306 0.035 0.074
H 2.517537 -0.315028 10.546464 0.092 0.514 -0.102 0.076
H 1.655967 -1.402228 9.588394 0.020 -0.226 -0.471 0.069
H 4.764277 1.025122 8.164174 0.306 -0.103 -0.156 0.065
H 3.488537 1.535852 9.000244 -0.105 0.253 0.101 0.064
C 4.031917 -2.988818 -0.425196 -1.378 -1.459 0.183 -0.059
O 2.654597 -2.940018 -0.856366 1.370 2.007 -2.822 -0.222
C 1.743717 -3.871108 -0.402196 0.041 -0.178 1.959 -0.239
C 1.915987 -5.341108 -0.876526 -1.378 1.451 0.506 -0.356
C 1.156867 -5.530498 -2.203396 0.422 0.821 -0.349 -0.051
N 1.334027 -6.301598 0.128634 1.396 0.355 -0.860 0.052
H 4.690047 -2.225868 -0.840966 -0.795 0.381 -0.185 0.090
H 4.443747 -3.940278 -0.761666 0.296 -0.130 0.247 0.074
H 4.027037 -2.945758 0.663944 0.323 0.016 0.217 0.087
H 1.814257 -3.602548 0.651844 0.013 -1.719 1.271 0.117
H 0.704987 -3.562708 -0.520746 0.094 0.438 -1.180 0.094
H 2.995597 -5.447928 -0.982046 -0.047 -0.572 -0.140 0.117
H 0.403637 -4.755388 -2.344666 -0.784 -0.200 0.767 0.051
H 0.721737 -6.528568 -2.254656 0.162 0.151 -0.264 0.082
H 1.740227 -5.239818 -3.077066 0.715 -0.783 -0.107 0.072
H 1.151367 -5.849728 1.013244 -0.089 0.328 0.112 0.052
H 2.183147 -6.822658 0.294784 -0.325 -0.939 0.616 0.064
C -7.226393 5.791702 -4.520356 1.005 0.385 0.061 -0.102
O -5.946753 5.150752 -4.531196 0.167 -1.043 0.507 -0.189
C -5.722903 4.351682 -3.355716 0.650 0.050 0.348 -0.166
C -4.307983 3.676432 -3.221666 -2.173 -1.003 -1.465 -0.456
C -4.225883 2.600312 -2.213316 -0.768 -2.084 1.137 -0.077
N -3.235433 4.551812 -2.996296 1.074 1.880 -0.921 0.045
H -7.269143 6.377752 -5.438406 -0.155 -0.221 -0.030 0.088
H -7.247233 6.503272 -3.694926 -0.219 0.049 0.240 0.082
H -8.076463 5.114232 -4.439656 0.101 -0.237 -0.073 0.086
H -5.802923 5.006042 -2.487666 -0.236 0.232 0.374 0.118
H -6.466933 3.564912 -3.231146 -0.273 -0.035 -0.304 0.119
H -4.107073 3.154202 -4.157086 -0.142 0.168 -0.401 0.151
H -4.025033 2.910752 -1.187936 -0.150 0.294 0.013 0.078
H -3.468943 1.856972 -2.463446 0.606 0.422 -0.088 0.077
H -5.092143 1.938722 -2.212606 -0.539 0.276 0.190 0.078
H -3.073093 4.909032 -3.926966 0.671 0.685 -0.111 0.101
H -3.571073 5.360142 -2.492286 0.168 0.214 0.486 0.099
C 2.612777 0.618602 1.449644 0.278 -0.056 -0.325 -0.127
O 1.679597 0.928952 0.468064 -0.806 -0.328 -0.308 -0.213
C 1.940347 0.237452 -0.759956 -1.393 0.580 -1.317 -0.144
C 0.531397 -0.330678 -1.331456 0.589 -0.313 -0.897 -0.313
C 0.607737 -1.084168 -2.726536 0.349 0.271 0.680 -0.031
N -0.608173 0.624782 -1.249116 1.043 -1.156 0.792 0.060
H 2.460307 -0.434228 1.687144 0.711 -0.238 0.388 0.088
H 2.520137 1.230952 2.346604 -0.514 0.105 -0.057 0.076
H 3.583057 0.867072 1.019624 0.619 -0.531 0.343 0.087
H 2.434897 0.991322 -1.372496 -0.521 0.294 -0.766 0.109
H 2.713407 -0.530838 -0.774576 -0.399 -0.544 0.920 0.092
H 0.267177 -1.126108 -0.634626 0.098 -0.028 0.374 0.103
H 0.734737 -2.158758 -2.595216 0.225 0.000 0.336 0.047
H 1.444007 -0.773218 -3.352686 -0.006 0.255 -0.018 0.057
H -0.306363 -1.039578 -3.318596 -0.107 0.562 0.222 0.069
H -0.597643 1.370182 -1.930566 0.216 0.105 -0.346 0.034
H -0.406883 1.048762 -0.354786 -0.370 0.719 0.236 0.019
O -0.939213 -2.637718 4.153854 -1.515 0.104 -0.247 -0.078
C -0.609343 -1.385398 4.754584 2.435 0.525 -0.945 -0.185
C -0.810263 -0.225568 3.747764 -0.489 0.329 1.251 -0.226
O -2.194593 0.027172 3.686064 -0.639 -0.551 -1.015 -0.059
H -0.759173 -3.364808 4.754284 -0.048 0.068 0.105 0.111
H -1.091093 -1.088528 5.686194 -0.341 -0.598 -0.029 0.128
H 0.448567 -1.614608 4.882584 0.475 1.292 0.800 0.102
H -0.291943 -0.338578 2.795574 -0.232 -0.493 -0.306 0.118
H -0.548013 0.774452 4.093134 1.279 -0.407 0.703 0.112
H -2.584643 -0.755218 3.289424 -0.727 0.002 -0.234 0.066
O -2.099193 -3.372278 -3.299476 -0.137 -1.194 -0.825 -0.088
C -2.492583 -3.398098 -4.684156 1.719 0.130 0.461 -0.195
C -1.694683 -4.484418 -5.451706 -0.370 0.184 -1.117 -0.201
O -0.266893 -4.402148 -5.392466 -0.542 -0.045 1.188 -0.078
H -2.593733 -2.697548 -2.828556 0.257 0.273 0.198 0.027
H -3.569973 -3.515868 -4.800206 -0.003 -0.180 -0.172 0.117
H -2.150623 -2.441248 -5.078596 -0.355 0.187 -0.477 0.114
H -1.811143 -4.376388 -6.530066 -0.867 0.285 0.004 0.121
H -2.008703 -5.507528 -5.244956 -0.086 -0.001 0.486 0.119
H -0.086273 -4.680438 -4.491616 0.635 0.089 0.284 0.059
O 2.058847 2.740812 -5.324616 -0.007 1.195 -0.460 -0.064
C 1.162357 2.454622 -4.278606 0.578 0.005 1.132 -0.242
C -0.028283 3.461272 -4.078676 -2.221 -1.967 0.328 -0.129
O -0.984843 2.895172 -3.058006 2.619 -0.344 -0.966 -0.148
H 2.538017 3.515082 -5.020486 0.330 0.165 -0.452 0.082
H 1.046367 1.383612 -4.444676 -1.671 0.133 0.171 0.111
H 1.766697 2.459452 -3.371496 -0.227 0.167 0.581 0.104
H -0.653293 3.520312 -4.969736 0.417 0.008 -0.474 0.105
H 0.223497 4.489192 -3.817736 0.644 -0.188 0.240 0.111
H -1.765803 3.440462 -2.938186 -0.259 0.905 -0.127 -0.006
O -2.615753 -6.069148 1.842884 0.009 0.162 -0.590 -0.088
C -2.451453 -5.315178 0.617714 1.403 1.006 2.043 -0.167
C -1.624103 -4.009928 0.986654 -0.004 -0.027 -0.677 -0.203
O -2.309233 -3.185588 1.938774 -0.669 -0.594 -0.910 -0.086
H -2.923663 -5.444358 2.503514 -0.161 0.172 0.129 0.064
H -1.810293 -5.957478 0.014004 -0.340 0.229 -0.442 0.109
H -3.433853 -5.083938 0.206004 0.187 0.062 -0.336 0.113
H -1.332943 -3.378178 0.147484 -0.887 -0.088 -0.710 0.084
H -0.611283 -4.257708 1.304284 -0.145 -0.676 0.872 0.092
H -1.729833 -2.872588 2.637294 0.423 -0.286 0.345 0.023
O 3.087947 -0.573888 -7.869066 0.723 -1.040 1.026 -0.087
C 3.345727 -1.170288 -6.552246 -1.778 -0.271 -0.660 -0.185
C 2.524547 -2.498348 -6.315806 -0.400 0.826 0.644 -0.213
O 1.129627 -2.172478 -6.208886 0.620 1.323 -0.900 -0.105
H 2.132637 -0.603388 -7.959106 -0.225 0.066 -0.043 0.066
H 4.416047 -1.291358 -6.385396 -0.082 -0.158 -0.421 0.111
H 2.970727 -0.430898 -5.844586 0.080 -0.135 0.432 0.095
H 2.755067 -2.931618 -5.342536 0.809 -0.019 0.074 0.104
H 2.677087 -3.261728 -7.078746 0.236 0.158 -0.265 0.112
H 0.606547 -2.898338 -5.860866 0.067 -0.589 0.073 0.020
O -4.211563 -1.083468 1.106374 -1.353 0.962 -0.402 -0.074
C -4.527763 -0.472248 -0.165056 2.123 -1.516 -0.200 -0.194
C -3.950573 -1.363408 -1.313006 -1.212 1.424 0.535 -0.241
O -2.571733 -1.578698 -1.256346 -0.165 -0.981 0.514 -0.094
H -3.431313 -1.637148 1.027354 0.272 -0.396 -0.188 0.030
H -5.584033 -0.284848 -0.358156 -0.133 -0.374 0.575 0.117
H -4.009523 0.483612 -0.241566 0.031 0.301 0.090 0.089
H -4.188553 -0.792278 -2.210386 -0.200 -0.152 -0.519 0.107
H -4.459583 -2.327198 -1.323946 0.018 -0.071 -0.041 0.127
H -2.117273 -0.833878 -0.855956 0.521 0.906 -0.381 0.053
O 7.595147 1.913982 3.141274 -0.990 0.258 -0.060 -0.081
C 6.838917 2.816382 2.288764 -0.122 -0.941 0.430 -0.196
C 5.399287 3.105892 2.810034 1.019 0.274 -0.605 -0.245
O 5.479157 4.198832 3.683754 -0.199 0.451 0.876 -0.060
H 8.280757 1.469582 2.637244 -0.060 0.143 -0.175 0.073
H 7.433357 3.728092 2.229234 -0.518 0.397 0.002 0.116
H 6.749867 2.421842 1.276594 0.049 -0.259 -0.067 0.106
H 4.843267 2.310032 3.305564 0.639 -0.643 -0.174 0.092
H 4.779077 3.401822 1.963944 0.053 -0.051 -0.431 0.107
H 4.810227 4.047802 4.355554 0.096 0.376 0.180 0.081